DFT (ωB97M-V with the def2-TZVPD basis set) results for a structure of composition C36H21Cl2I2IrN6O5S.

ORCA input file:
```
! RIJCOSX wB97M-V def2-TZVPD def2/J DEFGRID3
* xyz 1 2
Ir -0.67 0.83 0.71
I -1.72 1.24 5.80
I -4.17 4.47 -0.56
Cl -7.11 -0.36 -1.29
Cl 0.40 -4.01 5.40
S 2.28 -0.55 -3.15
O -0.57 0.86 -1.33
O -1.02 0.89 2.70
O 2.46 -1.97 -2.98
O 3.46 0.24 -3.42
O -2.07 2.22 0.26
N 1.50 0.03 -1.83
N 2.91 1.90 1.04
N 0.45 -0.84 1.37
N -2.22 -0.43 0.34
N 0.58 2.62 1.23
N 2.45 0.78 0.83
C 1.02 -3.19 1.08
C -4.31 2.40 -0.50
C 0.70 -3.48 2.34
C 0.23 4.87 2.02
C 2.43 4.08 1.72
C -3.21 1.67 -0.10
C -3.33 0.26 -0.06
C -3.40 -2.47 0.04
C 1.00 -0.18 -4.31
C -0.43 -1.46 5.35
C 1.59 5.12 2.07
C -0.22 0.04 -6.32
C -1.20 0.80 -4.23
C 0.30 0.45 -2.14
C -4.52 -0.40 -0.43
C -5.51 1.76 -0.87
C 1.90 2.87 1.32
C 0.39 -2.39 3.25
C -2.25 -1.75 0.38
C -4.53 -1.81 -0.36
C 2.94 -1.53 1.05
C 3.76 -2.64 0.61
C 1.26 -1.79 0.67
C -0.22 3.63 1.60
C 3.30 -0.25 0.48
C -5.62 0.39 -0.83
C -0.04 0.39 -3.59
C -1.27 0.62 -5.61
C 4.93 -1.23 -0.94
C 0.94 -0.37 -5.67
C 0.14 -1.13 2.64
C 4.70 -2.50 -0.36
C 0.12 -2.52 4.59
C -0.60 -0.12 3.35
C 4.25 -0.11 -0.51
C -0.81 -0.29 4.75
H -0.50 5.62 2.29
H 4.39 0.85 -0.98
H -1.28 3.44 1.55
H -3.37 -3.55 0.10
H -2.16 0.93 -6.14
H -6.35 2.35 -1.18
H -0.31 -0.09 -7.39
H -2.00 1.25 -3.67
H 1.20 -3.96 0.34
H 5.64 -1.13 -1.74
H 1.22 -1.61 -0.40
H 3.60 -3.61 1.07
H 2.82 -1.50 2.14
H 0.59 -4.50 2.69
H 1.98 6.08 2.38
H -1.36 -2.26 0.70
H 3.51 4.17 1.75
H -0.60 -1.61 6.41
H -5.43 -2.35 -0.63
H 1.76 -0.82 -6.22
H 5.27 -3.35 -0.71
*
```

## Properties
⟨S²⟩: 0.779
DFT total energy: -111764.4412 eV
Gap between HOMO and LUMO (alpha / beta): 5.32 / 4.71 eV
HOMO energy (alpha / beta): -10.115 / -10.124 eV